{
  "formula": "C5H13N3O",
  "method": "ωB97M-V/def2-TZVPD",
  "molar_mass_g_mol": 131.2,
  "homo_ev": -9.067,
  "symbols": ["C", "C", "C", "C", "C", "H", "H", "H", "H", "H", "H", "H", "H", "H", "H", "H", "H", "H", "N", "N", "N", "O"],
  "coordinates": [[-3.1986, 0.7703, -0.3580], [-1.0883, 0.5216, 0.8794], [0.6265, -1.0876, 0.7659], [1.5313, -0.9282, -0.3344], [2.7120, -0.0504, -0.1471], [-2.4987, 1.3999, -1.0861], [-4.0526, 0.0601, -0.8258], [-3.5908, 1.3516, 0.5615], [-2.3047, -1.7209, -1.1555], [-1.4539, 1.4441, 1.2172], [1.0613, -1.5542, 1.7077], [-0.2151, -1.8021, 0.4321], [1.6393, -1.9629, -0.6073], [0.9338, -0.2558, -1.0464], [3.0531, -0.0410, 0.8781], [3.4193, -0.4312, -0.8748], [1.4837, 1.6540, 0.0828], [3.0905, 2.0532, -0.0727], [-2.1024, -0.2107, 0.2966], [0.1066, 0.1782, 1.1619], [2.3207, 1.4251, -0.6040], [-1.4731, -0.8130, -0.8710]],
  "forces_ev_per_angstrom": [[1.51, -1.20, 1.00], [1.54, -0.82, 1.06], [-2.81, -2.11, 2.99], [-1.05, 1.44, -1.93], [-0.08, 1.75, -1.01], [-2.32, -1.13, 1.21], [2.22, 2.00, 0.92], [0.39, -0.70, -1.86], [4.02, 4.15, 1.28], [-0.23, 1.53, 0.62], [-0.04, 0.51, -1.08], [1.39, 0.87, 0.74], [1.02, -0.17, -1.23], [0.58, -1.87, -0.02], [0.48, -0.13, 0.19], [0.79, 0.43, 0.26], [1.85, -0.69, -1.79], [-1.94, -1.65, -1.81], [-1.86, 0.43, -2.92], [-1.43, 1.29, 0.22], [0.89, 0.41, 4.37], [-4.92, -4.35, -1.22]]
}